Record 1
9 unconnected molecules or ions with the total composition C44H113N7O16 at a distorted geometry. Source: the OMol25 dataset; level of theory: wB97M-V/def2-TZVPD.

CARTESIAN COORDINATES (ANGSTROEM)
C -6.3006 -7.2528 0.8839
O -5.1991 -6.4738 0.4920
C -5.2023 -5.1865 1.1026
C -3.9880 -4.4737 0.6136
N -2.7954 -5.2516 0.9836
C -1.6418 -4.8337 0.2548
C -0.5009 -5.8398 0.3815
O -0.9262 -7.1258 -0.0331
C 0.1302 -7.9081 -0.5578
H -7.2203 -6.6564 0.9499
H -6.1324 -7.7484 1.8554
H -6.4373 -8.0546 0.1565
H -5.1343 -5.3694 2.1848
H -6.1177 -4.6316 0.8673
H -3.9627 -3.4653 1.0387
H -4.0098 -4.3749 -0.4849
H -3.0556 -6.1998 0.7094
H -1.2677 -3.8951 0.6690
H -1.8068 -4.7117 -0.8348
H -0.1705 -5.9126 1.4298
H 0.3403 -5.4230 -0.1919
H 0.5310 -7.4762 -1.4895
H -0.2950 -8.8800 -0.8026
H 0.9694 -8.0045 0.1429
C 0.2458 -1.7098 -5.1797
O 1.3681 -1.1375 -4.5441
C 1.0992 0.1424 -4.0049
C 2.3713 0.5954 -3.3300
N 3.6249 0.3838 -4.0329
C 3.7876 1.1591 -5.2580
C 5.0778 0.7889 -5.9466
O 5.1279 -0.6171 -6.0331
C 6.1360 -1.0557 -6.8775
H 0.4764 -2.7513 -5.3734
H 0.0205 -1.1719 -6.1150
H -0.6593 -1.6377 -4.5593
H 0.3338 0.0547 -3.2251
H 0.7586 0.8080 -4.8094
H 2.4843 -0.0047 -2.4214
H 2.2657 1.5936 -2.8874
H 3.6460 -0.5931 -4.3180
H 3.7690 2.2321 -5.0419
H 2.9644 0.9661 -5.9737
H 5.9452 1.1320 -5.3577
H 5.1348 1.2305 -6.9492
H 6.0918 -0.6118 -7.8806
H 6.0799 -2.1391 -6.9438
H 7.1335 -0.8146 -6.4684
C -0.2551 2.8031 5.5180
O 0.9945 2.5841 4.9414
C 0.9160 2.2547 3.5549
C 2.3182 2.1025 3.0470
N 3.0430 1.0145 3.6930
C 4.3293 0.7257 3.0130
C 5.2486 0.0607 3.9971
O 5.4450 0.8907 5.0988
C 6.4506 0.3875 5.9308
H -0.1021 3.1071 6.5470
H -0.8880 1.8995 5.4677
H -0.8228 3.5848 4.9816
H 0.3469 3.0115 3.0086
H 0.4012 1.2768 3.4911
H 2.8349 3.0607 3.2239
H 2.2594 1.9497 1.9681
H 3.3559 1.3910 4.5911
H 4.8380 1.6268 2.6426
H 4.1652 -0.0095 2.2191
H 6.2203 -0.1677 3.5314
H 4.8472 -0.9183 4.3077
H 6.6266 1.0876 6.7370
H 7.3784 0.1753 5.3782
H 6.1459 -0.5905 6.3432
C -2.5901 -0.2432 -1.6779
O -3.9732 -0.0273 -1.5827
C -4.3025 0.7552 -0.4599
C -5.7874 1.0341 -0.5103
N -6.6357 -0.1755 -0.5965
C -6.5555 -0.9318 0.6748
C -7.4801 -2.1074 0.6514
O -6.9358 -3.1416 -0.1313
C -7.8784 -4.0180 -0.6300
H -2.0901 0.6369 -2.1112
H -2.4313 -1.0937 -2.3392
H -2.1005 -0.4333 -0.7163
H -3.8225 1.7436 -0.5807
H -4.0218 0.3188 0.5043
H -5.9472 1.6217 -1.4226
H -6.0966 1.6918 0.3071
H -6.0603 -0.7307 -1.2481
H -6.9183 -0.2839 1.4809
H -5.5498 -1.3083 0.9198
H -8.4750 -1.7929 0.2844
H -7.7338 -2.4343 1.6815
H -8.7680 -3.4598 -0.9524
H -8.2501 -4.7194 0.1368
H -7.4333 -4.5844 -1.4389
C 6.4449 5.9139 -4.1623
O 5.2370 5.2780 -4.4655
C 4.6875 4.5107 -3.4468
C 5.6247 3.4404 -2.8944
N 4.8650 2.4835 -2.1380
C 5.6900 1.4629 -1.5277
C 6.3685 2.0046 -0.2860
O 7.2882 1.0495 0.1825
C 8.0892 1.5506 1.2099
H 6.8207 6.4301 -5.0371
H 7.1900 5.2294 -3.7445
H 6.2825 6.6932 -3.3884
H 3.7620 4.0878 -3.8364
H 4.3924 5.1612 -2.5968
H 6.4141 3.9038 -2.3090
H 6.0723 2.9537 -3.7884
H 4.2546 1.9550 -2.7611
H 6.4276 1.0439 -2.2339
H 5.0901 0.6147 -1.1868
H 5.5866 2.1405 0.4718
H 6.8687 2.9558 -0.5131
H 7.5259 1.9233 2.0751
H 8.7770 2.3338 0.8488
H 8.7466 0.7487 1.5573
C -7.4324 -4.9787 3.9676
O -6.1387 -4.5384 4.2855
C -5.9920 -3.1638 4.1224
C -4.8833 -2.6423 5.0317
N -4.4981 -1.2791 4.7468
C -3.6718 -1.0439 3.5816
C -3.3686 0.4378 3.4164
O -2.5031 0.5895 2.3603
C -2.3331 1.9620 2.0672
H -7.4533 -6.0648 4.0701
H -7.6493 -4.7643 2.9059
H -8.2365 -4.5686 4.5914
H -6.9177 -2.6496 4.4235
H -5.8148 -2.8921 3.0691
H -4.0836 -3.4131 5.0781
H -5.2805 -2.6565 6.0539
H -4.0377 -0.8705 5.5467
H -4.1138 -1.4289 2.6696
H -2.6837 -1.5355 3.7140
H -2.9667 0.9321 4.3130
H -4.3245 0.9511 3.1928
H -3.2759 2.4394 1.7667
H -1.6408 2.0092 1.2272
H -1.9076 2.5354 2.9032
C 2.6227 4.1053 -0.2817
O 1.5385 3.8618 0.5923
C 0.5455 4.9013 0.6072
C -0.1283 5.1466 -0.7117
N -1.0432 4.0467 -0.9942
C -1.7204 4.1018 -2.2514
C -0.8722 4.4634 -3.4435
O 0.1264 3.5037 -3.6385
C 0.7658 3.7041 -4.8784
H 2.3818 3.8160 -1.3117
H 3.4278 3.4496 0.0398
H 2.9701 5.1440 -0.3023
H 0.9855 5.8371 0.9802
H -0.2026 4.5837 1.3355
H 0.6405 5.3253 -1.4793
H -0.7092 6.0730 -0.5971
H -0.5020 3.1964 -0.9035
H -2.4590 4.9138 -2.2008
H -2.2468 3.1676 -2.4250
H -0.4054 5.4458 -3.3008
H -1.5308 4.5050 -4.3245
H 0.0939 3.4468 -5.7061
H 1.6580 3.0795 -4.9567
H 1.1510 4.7333 -4.9679
C 1.2888 0.2628 -0.1566
O 0.4758 1.3578 -0.6714
H 1.0431 -0.5517 -0.8311
H 2.3521 0.5167 -0.2307
H 1.0343 0.0236 0.8782
H 0.7867 2.1731 -0.2410
C 0.5569 -1.6229 3.5440
O 1.8919 -1.5790 3.1344
H 0.4431 -1.6896 4.6295
H -0.0371 -0.7664 3.1791
H 0.1123 -2.4920 3.0568
H 2.3157 -0.7377 3.4296

Output
orbital gap: 9.0099 eV
total energy: -3331.020717 Ha
largest force on an atom: 0.034 hartree/bohr
charge: 0
ΔE to the lowest compared entry with this formula, charge and spin: 243.7 kJ/mol
SMILES: COCCNCCOC.COCCNCCOC.COCCNCCOC.COCCNCCOC.COCCNCCOC.COCCNCCOC.COCCNCCOC.CO.CO
HOMO level: -8.4 eV

=====

Record 2
C19H25NO in the gas phase. Source: the OMol25 dataset; level of theory: wB97M-V/def2-TZVPD.

CARTESIAN COORDINATES (ANGSTROEM)
C -3.4229 -2.4739 2.1097
C -3.5625 -2.4697 0.5906
N -4.3818 -1.3623 0.1339
C -5.0474 -1.5703 -1.1326
C -4.1742 -1.6325 -2.3939
C -3.8375 -0.0442 0.3586
C -2.3952 0.2212 -0.1216
O -1.5128 -0.1375 0.9222
C -0.1712 -0.0871 0.6999
C 0.4308 0.3473 -0.4761
C 1.8102 0.3487 -0.5852
C 2.6190 -0.0740 0.4591
C 4.1182 -0.0475 0.3121
C 4.5949 1.3342 -0.0496
C 4.3162 2.4032 0.7943
C 4.7300 3.6818 0.4711
C 5.4289 3.9106 -0.7029
C 5.7096 2.8532 -1.5497
C 5.2930 1.5734 -1.2245
C 2.0102 -0.4992 1.6333
C 0.6368 -0.5108 1.7552
H -2.7924 -1.6533 2.4374
H -4.4016 -2.3790 2.5725
H -2.9684 -3.4075 2.4321
H -2.5567 -2.4719 0.1419
H -4.0661 -3.3889 0.2791
H -5.7816 -0.7672 -1.2513
H -5.6016 -2.5105 -1.0474
H -3.7292 -0.6642 -2.6104
H -3.3832 -2.3697 -2.2776
H -4.7876 -1.9208 -3.2443
H -3.8510 0.1549 1.4346
H -4.5038 0.6729 -0.1248
H -2.1711 -0.3604 -1.0227
H -2.2794 1.2894 -0.3538
H -0.1609 0.6913 -1.3102
H 2.2657 0.6925 -1.5030
H 4.5803 -0.3596 1.2522
H 4.4236 -0.7544 -0.4642
H 3.7659 2.2259 1.7074
H 4.5067 4.5039 1.1357
H 5.7522 4.9095 -0.9563
H 6.2534 3.0242 -2.4676
H 5.5151 0.7519 -1.8919
H 2.6178 -0.8297 2.4640
H 0.1613 -0.8440 2.6645

Output
orbital gap: 8.9810 eV
total energy: -868.972874 Ha
largest force on an atom: 0.009 hartree/bohr
charge: 0
ΔE to the lowest compared entry with this formula, charge and spin: 60.7 kJ/mol
SMILES: CCN(CC)CCOc1ccc(Cc2ccccc2)cc1
HOMO level: -8.1 eV

=====

Record 3
C15H20ClN3O2S in the gas phase at a distorted geometry. Source: the OMol25 dataset; level of theory: wB97M-V/def2-TZVPD.

CARTESIAN COORDINATES (ANGSTROEM)
O 3.5914 -0.5578 1.5801
C 4.2460 0.3649 1.1291
C 5.7381 0.5000 1.3492
C 6.5192 0.1278 0.0818
C 6.2901 -1.3289 -0.2918
Cl 7.2436 -1.7448 -1.7413
N 3.7180 1.3581 0.3634
C 2.3974 1.5365 -0.0710
S 2.1466 2.8661 -1.0163
N 1.5275 0.6107 0.3373
C 0.1579 0.4624 0.1221
C -0.4559 -0.6282 0.7422
C -1.8023 -0.8619 0.5929
C -2.6016 -0.0198 -0.1925
N -3.9669 -0.2424 -0.2774
C -4.4733 -1.5794 -0.5214
C -5.8854 -1.6941 0.0552
O -6.7418 -0.7354 -0.5192
C -6.2498 0.5628 -0.2901
C -4.8395 0.7541 -0.8615
C -1.9753 1.0678 -0.8078
C -0.6251 1.3095 -0.6541
H 6.0187 -0.1690 2.1636
H 5.9758 1.5254 1.6361
H 7.5837 0.2901 0.2595
H 6.2176 0.7657 -0.7518
H 6.6116 -1.9980 0.5061
H 5.2450 -1.5244 -0.5308
H 4.3314 2.0917 0.0289
H 1.9439 -0.1172 0.9275
H 0.1371 -1.2912 1.3566
H -2.2443 -1.6988 1.1109
H -3.8252 -2.3247 -0.0654
H -4.5208 -1.7720 -1.6060
H -6.3183 -2.6694 -0.1729
H -5.8466 -1.5555 1.1467
H -6.9516 1.2460 -0.7710
H -6.2262 0.7656 0.7919
H -4.4918 1.7509 -0.5905
H -4.8779 0.6647 -1.9588
H -2.5383 1.7369 -1.4382
H -0.1825 2.1551 -1.1515

Output
orbital gap: 7.9365 eV
total energy: -1756.741393 Ha
largest force on an atom: 0.022 hartree/bohr
charge: 0
SMILES: O=C(CCCCl)NC(=S)Nc1ccc(N2CCOCC2)cc1
HOMO level: -7.6 eV

=====

Record 4
2 unconnected molecules or ions with the total composition C2F3IO at a distorted geometry. Source: the OMol25 dataset; level of theory: wB97M-V/def2-TZVPD.

CARTESIAN COORDINATES (ANGSTROEM)
C -0.6291 -2.0077 -0.0514
C -0.1185 1.7305 -0.1907
O -1.2505 -1.7505 0.9102
F -0.1081 0.9933 0.9405
F -0.3691 1.0284 -1.3012
F 0.9946 2.4461 -0.1958
I 1.4806 -2.4401 -0.1117

Output
orbital gap (alpha / beta): 8.2807 / 8.2143 eV
total energy: -748.624484 Ha
largest force on an atom: 0.069 hartree/bohr
charge: 0
ΔE to the lowest compared entry with this formula, charge and spin: 279.0 kJ/mol
HOMO level (alpha / beta): -10.2 / -9.0 eV